No. 1
DFT (ωB97M-V with the def2-TZVPD basis set) results for a 7-piece molecular cluster, C17H47N14O7 overall in a non-equilibrium geometry.

```
85
Properties=species:S:1:pos:R:3:forces:R:3:mulliken_charge:R:1
C -0.7109 3.6123 -0.1258 0.1300 0.0332 0.2366 -1.270
C -1.3178 2.2606 0.0869 -0.0816 0.0531 -0.5241 0.809
C -2.6982 2.1647 0.7177 0.5064 -0.2193 -0.4129 -1.288
N -0.8002 1.1489 -0.2604 -0.1156 -0.2368 1.0804 -0.409
C 0.6179 0.8649 -0.3334 -0.0532 -0.0874 -0.6531 0.343
C 0.8341 -0.2092 0.7384 0.1980 -0.1453 0.2459 -1.945
N 0.2446 -1.5640 0.3957 0.9743 0.7311 -0.6964 0.035
C 0.1994 -1.8401 -1.0876 0.2035 0.0771 -0.0175 -0.900
C 1.3305 -1.1186 -1.7799 -0.2605 0.0450 -0.0429 -1.648
C 1.0612 0.3851 -1.7444 0.0012 0.1909 -0.0142 0.963
C 2.2475 1.1850 -2.2980 -0.0862 -0.0155 -0.0680 -1.697
C 1.9129 2.3562 -3.2315 0.1633 0.0542 -0.0791 0.781
C 3.1540 2.7976 -3.9999 -0.2799 0.0369 0.3432 -1.576
O 0.9244 1.9973 -4.2110 -0.1268 0.0074 0.2686 -0.665
H -1.3359 4.1308 -0.8572 -0.0242 0.0230 0.0177 0.341
H -0.7256 4.2160 0.7815 -0.0137 -0.0035 0.0320 0.384
H 0.3026 3.5710 -0.5166 0.0360 -0.0130 -0.0032 0.159
H -3.4415 1.8345 -0.0059 -0.0610 0.0740 -0.0306 0.228
H -3.0517 3.0686 1.2016 0.1313 0.1092 -0.0043 0.412
H -2.5478 1.3581 1.4302 -0.5936 0.1256 0.3460 0.346
H 1.2428 1.7173 -0.0485 -0.0536 0.0510 0.1252 1.091
H 0.3732 0.1230 1.6686 -0.0857 -0.0662 0.0034 0.574
H 1.8976 -0.3420 0.9391 0.0791 -0.0868 -0.2113 0.530
H 0.8133 -2.2869 0.8317 -0.0692 0.0288 0.0910 0.524
H -0.7233 -1.6975 0.7686 -0.2487 -0.3872 0.6154 0.207
H 0.2228 -2.9154 -1.2395 0.0158 -0.0646 0.1374 0.516
H -0.7467 -1.4646 -1.4623 -0.0526 -0.0433 -0.0527 0.398
H 1.3003 -1.4502 -2.8160 0.2600 0.0077 -0.0555 0.688
H 2.3040 -1.3610 -1.3424 0.0186 -0.1022 -0.0664 0.409
H 0.1917 0.5186 -2.3912 -0.0082 0.0343 -0.0359 0.122
H 2.8268 1.6047 -1.4699 0.1600 -0.1046 -0.0355 0.479
H 2.9170 0.5130 -2.8418 -0.0296 -0.0211 -0.0406 0.459
H 1.5317 3.2050 -2.6518 -0.0985 -0.0830 0.0696 -0.010
H 3.1820 2.2674 -4.9485 0.1655 -0.0080 -0.0252 0.354
H 4.0568 2.5727 -3.4343 0.0732 0.0100 -0.0759 0.344
H 3.1415 3.8665 -4.1930 0.0057 -0.0113 -0.1816 0.396
H 0.0494 2.0934 -3.8160 0.0563 0.0679 -0.0852 0.357
C -2.9082 -2.0797 0.5287 -0.2510 0.3352 -0.2124 0.907
O -1.9942 -2.4130 1.3090 -0.2346 -0.3392 0.1907 -0.906
N -4.0130 -2.8306 0.3552 0.2167 -0.0309 0.0466 -0.385
N -2.7728 -0.9193 -0.1430 -0.4642 -0.4555 0.0327 -0.080
H -4.7604 -2.5731 -0.2621 -0.0337 0.0819 0.0321 0.153
H -4.0818 -3.6944 0.8646 -0.0052 -0.0513 -0.0389 0.319
H -1.9721 -0.3511 0.0968 -0.0581 0.5421 -0.3780 -0.120
H -3.4154 -0.5490 -0.8193 -0.1276 -0.1900 -0.0152 0.196
C -5.3583 -2.5261 4.3377 -0.0357 -0.1030 0.0604 0.491
O -6.2300 -1.8686 3.7940 0.0204 0.0344 -0.0367 -0.688
N -5.4614 -2.9874 5.6173 0.0944 0.0188 0.0273 -0.342
N -4.1963 -2.8624 3.6949 -0.0054 -0.0018 -0.0358 -0.255
H -4.7342 -3.5297 6.0495 0.0128 -0.0848 -0.0462 0.156
H -6.3055 -2.7876 6.1193 -0.0236 0.0111 -0.0352 0.196
H -4.1019 -2.5284 2.7553 0.0974 0.0378 0.1266 0.159
H -3.4642 -3.4106 4.1097 -0.0107 -0.0130 0.0578 0.196
C -2.0869 -3.7992 7.3018 0.1299 0.2676 0.0555 0.704
O -2.4268 -4.7225 6.5779 -0.1384 0.0062 -0.2298 -0.656
N -2.9422 -3.2500 8.2133 -0.0228 0.0073 0.0032 -0.365
N -0.8447 -3.2338 7.2367 -0.2183 -0.0201 -0.0871 -0.346
H -2.7214 -2.4594 8.7884 0.0507 -0.0180 0.0078 0.162
H -3.8508 -3.6665 8.2879 0.0085 -0.0170 0.1035 0.239
H -0.1951 -3.6341 6.5870 0.0894 -0.0351 0.1027 0.155
H -0.5456 -2.4823 7.8288 0.0753 -0.0354 0.0237 0.146
C 2.4934 -1.1384 4.9950 -0.0729 0.0239 -0.2667 0.471
O 2.5136 -1.5555 6.1320 -0.0438 -0.0559 0.1807 -0.619
N 1.5454 -1.5654 4.0890 0.0439 -0.0387 0.0657 -0.267
N 3.3926 -0.2230 4.5218 -0.0470 -0.0381 0.0569 -0.299
H 1.4874 -1.2530 3.1412 0.0787 0.1068 0.0398 0.250
H 0.8794 -2.2372 4.4220 -0.0432 0.0175 -0.0170 0.137
H 4.0925 0.1008 5.1637 0.0091 -0.0043 0.0029 0.210
H 3.3914 0.1307 3.5852 -0.0076 -0.0153 -0.0093 0.137
C -1.2097 -1.1367 -5.0281 -0.0123 -0.0133 0.0619 0.593
O -1.1629 -1.3976 -3.8254 0.0103 0.0036 0.1142 -0.586
N -2.0599 -1.7898 -5.8665 0.0027 0.0470 -0.0104 -0.457
N -0.4217 -0.1800 -5.5776 -0.0275 -0.0824 0.0680 -0.258
H -2.1159 -1.6002 -6.8493 0.0179 -0.0085 -0.0037 0.152
H -2.6453 -2.5018 -5.4726 0.0100 -0.0106 0.0035 0.228
H 0.2214 0.3034 -4.9660 0.0308 0.0681 -0.2293 0.235
H -0.4444 0.0610 -6.5509 0.0176 -0.0200 -0.0053 0.194
C 6.0619 4.8057 -5.8825 0.0639 -0.0018 -0.0684 0.643
O 5.4392 3.7678 -5.7306 0.0098 0.0257 0.0477 -0.616
N 5.9019 5.5981 -6.9839 -0.0286 0.0128 0.0429 -0.397
N 6.9699 5.2556 -4.9635 -0.0664 0.0227 0.0060 -0.382
H 6.4073 6.4506 -7.1314 0.0175 -0.0067 0.0001 0.163
H 5.2492 5.2900 -7.6794 0.0054 -0.0141 -0.0083 0.217
H 7.1205 4.6887 -4.1513 0.0186 -0.0213 -0.0090 0.209
H 7.4960 6.1012 -5.0737 0.0114 -0.0058 -0.0187 0.168
```
Forces are in eV/Å.

Properties
Net charge: +1
Electronic energy, Ha: -1969.25951

---

No. 2
DFT (ωB97M-V with the def2-TZVPD basis set) results for one molecule with the formula C11H16Si in a non-equilibrium geometry.

```
28
Properties=species:S:1:pos:R:3:forces:R:3:mulliken_charge:R:1
C -0.2276 2.0571 0.6721 -0.7211 0.7184 1.4542 -1.494
C -0.0094 1.0765 -0.4797 0.3366 -0.6515 2.3665 0.100
C 1.4236 0.4322 -0.2622 -3.1049 -0.9962 -0.2055 -0.218
C 2.5477 1.0835 -0.6335 0.3644 -3.0936 2.3570 -0.357
C 3.7651 0.5342 -0.2693 -0.5895 -0.6678 -1.3552 -0.906
C 3.8459 -0.8185 0.1154 -1.8849 1.2404 0.6774 -0.474
C 2.6930 -1.5060 0.5176 -0.2916 3.0505 -1.4257 -0.781
C 1.4610 -0.8258 0.3576 0.1394 -0.3922 0.5166 0.714
C 0.1393 -1.4280 0.7265 -0.4632 -1.3205 -2.5834 -1.193
Si -1.2703 -0.3749 -0.1307 0.8922 -1.2017 -0.9675 0.228
C -2.9194 -0.0997 0.9444 2.2554 1.1068 -2.3094 -1.152
C -1.6620 -1.2296 -1.8213 -1.8274 -2.7027 3.2244 -1.402
H -0.3556 1.6547 1.6919 0.7198 -0.3540 -0.2973 0.346
H -1.1306 2.6260 0.6289 -1.5053 -0.0314 -0.7661 0.513
H 0.3863 2.9421 0.7349 1.4136 -0.1872 -0.0436 0.383
H -0.1308 1.7283 -1.3198 0.2136 -0.3204 -1.1647 0.515
H 2.3532 1.9565 -1.0781 0.3328 3.5809 -1.6452 0.678
H 4.4981 1.2298 -0.5491 2.0875 -0.0398 -0.0291 0.388
H 4.6794 -1.4288 0.2168 2.1133 -0.1550 0.0543 0.426
H 2.8811 -2.4708 0.8854 -0.5867 -1.2689 0.4841 0.471
H 0.2322 -2.5233 0.4711 -0.6211 0.9034 -0.3268 0.407
H -0.1186 -1.5309 1.7172 -0.0144 0.4057 2.8048 0.554
H -2.9602 1.0093 1.0404 -0.7315 -0.8106 -0.1643 0.325
H -3.6772 -0.6152 0.3576 -0.3661 0.5167 0.2038 0.307
H -2.8038 -0.5218 1.8966 0.0996 -0.6591 1.3480 0.385
H -2.0086 -0.6442 -2.5543 -1.7388 3.0299 -2.4743 0.529
H -0.8492 -1.6356 -2.3314 1.9647 -1.0352 -0.1819 0.443
H -2.4762 -2.0753 -1.8102 1.5137 1.3352 0.4487 0.263
```
Forces are in eV/Å.

Properties
SMILES: C[C@H]1c2ccccc2C[Si]1(C)C
Net charge: 0
Electronic energy, Ha: -718.18603